[1]
Below is a 2-piece molecular cluster, C36H67N2O3PS overall, with properties calculated with wB97M-V/def2-TZVPD.

Computed properties:
- Kohn-Sham gap (hartree) = 0.195

Last column: Löwdin charge in e.
Positions of all 110 atoms, in Å:
C1 0.492 -6.785 0.791  -0.0014
C2 0.963 -5.809 1.560  -0.1148
C3 1.369 -4.408 1.069  -0.3514
C4 2.378 -4.697 -0.089  -0.3618
S1 3.906 -3.722 -0.232  0.9280
C5 4.919 -4.997 -1.009  -0.5337
C6 4.569 -5.283 -2.472  -0.1521
C7 2.054 -3.761 2.337  -0.6992
O1 2.974 -4.440 2.814  -0.0286
O2 1.562 -2.671 2.746  -0.0621
N1 0.126 -3.732 0.609  -0.0626
C8 -0.991 -3.935 1.551  -0.1849
C9 -2.096 -4.898 1.070  -0.1923
C10 -2.226 -4.998 -0.443  -0.2954
N2 -3.253 -5.964 -0.873  -0.0174
C11 0.167 -2.298 0.324  -0.1582
C12 1.190 -1.658 -0.602  -0.3612
C13 2.400 -1.059 0.127  -0.0666
O3 1.469 -2.483 -1.717  -0.1375
C14 2.044 -1.811 -2.800  -0.1937
C15 1.894 -2.636 -4.048  -0.1931
C16 3.002 -2.949 -4.818  -0.0626
C17 2.875 -3.679 -5.993  -0.0845
C18 1.622 -4.106 -6.409  -0.0980
C19 0.509 -3.808 -5.634  -0.0862
C20 0.640 -3.075 -4.466  -0.0268
H1 0.549 -6.757 -0.292  0.0649
H2 0.059 -7.680 1.225  0.0565
H3 1.066 -5.996 2.622  0.1174
H4 2.731 -5.718 0.030  0.0659
H5 1.822 -4.663 -1.026  0.0807
H6 5.966 -4.738 -0.865  0.0607
H7 4.739 -5.903 -0.425  0.0648
H8 4.186 -4.394 -2.972  0.0327
H9 5.442 -5.632 -3.030  0.0644
H10 3.822 -6.074 -2.531  0.0706
H11 -0.624 -4.205 2.541  0.1200
H12 -1.491 -2.974 1.702  0.1017
H13 -3.051 -4.537 1.473  0.1013
H14 -1.948 -5.897 1.484  0.0896
H15 -1.272 -5.291 -0.871  0.0925
H16 -2.513 -4.020 -0.841  0.1000
H17 -3.979 -6.040 -0.171  0.0483
H18 -2.846 -6.885 -0.966  0.0514
H19 -0.808 -2.068 -0.130  0.1069
H20 0.203 -1.711 1.252  0.1026
H21 0.676 -0.767 -1.015  0.1218
H22 2.808 -1.707 0.895  0.0326
H23 2.028 -0.174 0.652  0.0597
H24 3.167 -0.720 -0.569  0.0673
H25 1.570 -0.828 -2.953  0.1293
H26 3.113 -1.626 -2.632  0.1117
H27 3.986 -2.622 -4.502  0.1101
H28 3.748 -3.909 -6.591  0.1001
H29 1.507 -4.665 -7.327  0.0970
H30 -0.474 -4.132 -5.950  0.0997
H31 -0.228 -2.836 -3.864  0.1168
C21 2.442 6.005 1.370  -0.0998
C22 1.199 6.352 0.556  -0.2497
C23 0.004 6.717 1.438  -0.2284
C24 -0.695 5.537 2.127  -0.2603
P1 -1.800 4.516 1.130  1.0271
C25 -2.911 5.659 0.266  -0.2753
C26 -3.679 6.735 1.047  -0.2256
C27 -4.844 6.294 1.939  -0.2589
C28 -5.857 5.371 1.268  -0.0966
C29 -2.811 3.542 2.264  -0.2658
C30 -2.168 2.471 3.157  -0.2147
C31 -1.588 1.275 2.418  -0.2400
C32 -2.507 0.613 1.397  -0.0845
C33 -1.106 3.623 -0.288  -0.2483
C34 -0.046 2.502 -0.284  -0.2114
C35 1.177 2.638 0.640  -0.2531
C36 2.464 2.935 -0.128  -0.0960
H32 2.260 5.187 2.070  0.0665
H33 3.263 5.703 0.722  0.0739
H34 2.773 6.869 1.947  0.0811
H35 0.951 5.529 -0.119  0.0782
H36 1.429 7.208 -0.082  0.1147
H37 -0.728 7.281 0.854  0.0955
H38 0.349 7.396 2.220  0.1211
H39 -1.358 5.937 2.903  0.1032
H40 0.020 4.913 2.667  0.0917
H41 -3.585 5.058 -0.349  0.0982
H42 -2.265 6.175 -0.452  0.0971
H43 -4.073 7.429 0.300  0.1201
H44 -2.977 7.317 1.650  0.1014
H45 -5.360 7.199 2.266  0.1126
H46 -4.474 5.839 2.860  0.0853
H47 -6.445 5.909 0.524  0.0822
H48 -6.548 4.962 2.004  0.0799
H49 -5.387 4.523 0.767  0.0528
H50 -3.654 3.141 1.698  0.0930
H51 -3.239 4.284 2.942  0.0812
H52 -2.935 2.140 3.860  0.1213
H53 -1.382 2.930 3.762  0.1113
H54 -1.269 0.523 3.141  0.1283
H55 -0.669 1.602 1.935  0.0650
H56 -3.301 0.049 1.888  0.0866
H57 -1.902 -0.077 0.806  0.0620
H58 -2.975 1.310 0.697  0.0583
H59 -0.778 4.415 -0.969  0.0925
H60 -2.003 3.215 -0.769  0.1031
H61 0.302 2.419 -1.315  0.1195
H62 -0.550 1.556 -0.099  0.0783
H63 1.324 1.700 1.175  0.0897
H64 1.012 3.398 1.409  0.0726
H65 2.749 2.068 -0.725  0.0752
H66 3.287 3.152 0.552  0.0777
H67 2.346 3.786 -0.804  0.0695

---

[2]
Below is a 11-piece molecular cluster, C36H68F2N2O24S7 overall, with properties calculated with wB97M-V/def2-TZVPD.

Computed properties:
- Kohn-Sham gap (hartree) = 0.342

Last column: Löwdin charge in e.
Positions of all 139 atoms, in Å:
C1 -2.674 0.383 -5.041  0.0524
N1 -2.079 1.038 -3.873  -0.4143
O1 -2.602 0.836 -2.762  0.0186
O2 -1.163 1.832 -4.019  0.0664
H1 -3.699 0.404 -4.671  0.0903
H2 -2.237 -0.611 -4.944  0.0853
H3 -2.567 0.986 -5.943  0.1099
C2 3.289 3.317 -1.068  0.0544
N2 3.902 4.353 -0.203  -0.4109
O3 3.711 4.185 0.991  0.0343
O4 4.655 5.247 -0.654  0.0522
H4 4.112 2.640 -1.298  0.0856
H5 3.020 3.876 -1.965  0.1018
H6 2.444 2.843 -0.569  0.0871
C3 -2.850 -2.031 5.112  -0.2400
C4 -2.795 -1.977 3.555  -0.2007
C5 -3.617 -0.760 3.148  -0.2009
S1 -3.491 0.458 4.534  0.7515
O5 -4.829 0.689 5.081  -0.3348
O6 -2.606 1.616 4.252  -0.3659
C6 -2.563 -0.671 5.702  -0.2063
H7 -2.284 -2.889 5.474  0.1144
H8 -3.872 -2.278 5.400  0.1135
H9 -3.184 -2.913 3.155  0.1148
H10 -1.800 -1.916 3.114  0.0970
H11 -4.679 -0.895 2.943  0.0990
H12 -3.230 -0.367 2.208  0.0773
H13 -2.838 -0.544 6.749  0.1064
H14 -1.485 -0.573 5.576  0.0898
C7 1.773 2.228 5.774  -0.1733
C8 2.533 3.581 5.432  -0.1978
C9 2.434 3.827 3.916  -0.2018
S2 0.699 3.237 3.452  0.7324
O7 0.909 2.253 2.368  -0.3554
O8 -0.130 4.420 3.293  -0.3270
C10 0.413 2.343 5.021  -0.2209
H15 1.696 2.123 6.857  0.1079
H16 2.226 1.304 5.415  0.0991
H17 3.552 3.605 5.818  0.1067
H18 2.071 4.412 5.965  0.1096
H19 3.117 3.178 3.368  0.0649
H20 2.627 4.817 3.504  0.0948
H21 -0.121 1.435 4.740  0.0708
H22 -0.279 2.910 5.643  0.1056
C11 3.859 -2.007 -4.051  -0.2168
C12 3.669 -1.544 -5.451  -0.2120
C13 2.385 -2.183 -6.082  -0.1919
S3 1.229 -2.468 -4.664  0.7294
O9 1.105 -3.916 -4.486  -0.3579
O10 0.121 -1.510 -4.573  -0.3594
C14 2.460 -1.921 -3.385  -0.2021
H23 4.602 -1.360 -3.585  0.1111
H24 4.404 -2.950 -4.009  0.1067
H25 4.395 -1.967 -6.146  0.1169
H26 3.589 -0.460 -5.526  0.1198
H27 2.539 -3.148 -6.566  0.0958
H28 1.772 -1.706 -6.846  0.0936
H29 2.193 -2.236 -2.376  0.0889
H30 2.227 -0.856 -3.381  0.0826
C15 2.771 -5.152 0.668  -0.1864
C16 1.962 -5.831 -0.495  -0.2102
C17 2.564 -5.617 -1.915  -0.2095
S4 4.303 -5.794 -1.523  0.7308
O11 5.143 -4.851 -2.320  -0.3711
O12 4.666 -7.211 -1.548  -0.3445
C18 4.269 -5.215 0.291  -0.1776
H31 2.630 -5.523 1.683  0.1128
H32 2.476 -4.103 0.668  0.0795
H33 0.893 -5.619 -0.487  0.1024
H34 1.924 -6.910 -0.341  0.1049
H35 2.417 -4.564 -2.154  0.0719
H36 2.208 -6.249 -2.729  0.1182
H37 4.658 -4.204 0.406  0.0658
H38 4.950 -5.844 0.865  0.0958
C19 -5.135 3.336 -1.078  -0.2580
C20 -5.308 3.883 0.322  -0.2138
C21 -6.604 3.257 0.796  -0.2085
S5 -6.682 1.594 0.027  0.7245
O13 -7.952 1.465 -0.664  -0.3328
O14 -6.228 0.595 1.048  -0.3703
C22 -5.403 1.847 -1.196  -0.2134
H39 -4.165 3.636 -1.474  0.1044
H40 -5.809 3.910 -1.715  0.1172
H41 -5.124 4.955 0.389  0.1227
H42 -4.501 3.445 0.909  0.1132
H43 -7.460 3.726 0.310  0.0972
H44 -6.859 3.109 1.845  0.1059
H45 -5.828 1.706 -2.190  0.1156
H46 -4.458 1.408 -0.876  0.0851
C23 3.893 0.260 2.388  -0.1960
C24 5.141 0.999 1.905  -0.1915
C25 5.513 0.563 0.451  -0.1806
S6 4.188 -0.602 -0.164  0.7257
O15 4.872 -1.775 -0.662  -0.3350
O16 3.178 0.101 -0.981  -0.3423
C26 3.564 -0.999 1.526  -0.1702
H47 3.014 0.904 2.417  0.0798
H48 4.069 -0.052 3.418  0.1096
H49 5.982 0.730 2.544  0.1105
H50 5.059 2.084 1.828  0.0906
H51 6.440 0.001 0.566  0.0966
H52 5.674 1.356 -0.280  0.0849
H53 4.298 -1.780 1.725  0.0914
H54 2.580 -1.467 1.550  0.0816
C27 -2.228 -3.722 -1.699  -0.2339
C28 -3.278 -3.305 -0.732  -0.2304
C29 -4.162 -2.227 -1.360  -0.1679
S7 -4.397 -2.980 -3.095  0.7505
O17 -4.601 -1.936 -4.127  -0.3665
O18 -5.406 -4.053 -3.063  -0.3438
C30 -2.742 -3.719 -3.090  -0.2234
H55 -2.092 -4.786 -1.502  0.1171
H56 -1.260 -3.235 -1.576  0.1159
H57 -2.930 -2.799 0.168  0.1058
H58 -3.828 -4.202 -0.446  0.1225
H59 -3.685 -1.248 -1.383  0.0721
H60 -5.112 -1.969 -0.892  0.1052
H61 -2.151 -3.040 -3.705  0.0841
H62 -2.806 -4.667 -3.625  0.1153
C31 -0.094 0.544 -0.741  -0.0506
C32 -1.119 0.596 0.375  -0.3977
O19 -0.734 -0.376 1.306  0.1399
C33 0.060 -1.246 0.625  -0.5187
O20 0.464 -2.346 0.970  0.1132
O21 0.236 -0.818 -0.632  0.0802
F1 -2.311 0.371 -0.067  0.1124
H63 0.572 1.376 -0.511  0.1233
H64 -0.543 0.860 -1.683  0.1147
H65 -1.168 1.580 0.842  0.1462
C34 0.781 5.880 0.184  -0.0381
C35 0.273 6.317 -1.185  -0.2735
O22 -0.937 5.577 -1.298  0.1418
C36 -0.813 4.424 -0.622  -0.4857
O23 -1.649 3.527 -0.603  0.1486
O24 0.285 4.512 0.177  0.0430
F2 1.166 5.880 -2.123  0.0574
H66 0.334 6.501 0.960  0.1412
H67 1.842 6.103 0.293  0.1308
H68 0.192 7.396 -1.314  0.1733

---

> Look up the Kohn-Sham gap of the second one.

0.342 hartree

---

> The lowest Kohn-Sham gap belongs to which entry?

C36H67N2O3PS

---

> Kohn-Sham gap of number 2 (C36H68F2N2O24S7)?

0.342 hartree